[1]
Entry from the OMol25 dataset: a structure of composition C6H8Br2Cl12 at a distorted geometry (ωB97M-V with the def2-TZVPD basis set).

Geometry as XYZ:
```
28
Properties=species:S:1:pos:R:3:forces:R:3:nbo_charge:R:1
Br 3.5788 -1.3954 2.3181 -0.956 -0.422 -0.183 -0.02
C 1.8636 -1.7332 1.3630 -0.541 -0.764 0.713 -0.48
C 0.8005 -2.6165 2.0912 1.331 1.388 -0.797 -0.43
Br -0.7404 -2.6181 0.8686 0.136 -1.404 0.321 -0.02
H 2.1046 -2.1792 0.3981 0.125 -0.301 0.585 0.22
H 1.4062 -0.7575 1.1987 0.819 -0.671 0.270 0.24
H 0.4570 -2.0594 2.9628 0.070 -0.800 0.168 0.22
H 1.1998 -3.6214 2.2283 -0.575 0.106 0.294 0.24
C 2.5823 0.3449 -2.4105 2.084 -0.631 -1.596 -0.32
Cl 2.9272 2.0807 -2.4899 0.070 0.307 0.503 0.02
Cl 2.5646 -0.4284 -0.8388 1.493 0.342 -0.851 0.03
Cl 3.8559 -0.3819 -3.4071 -0.013 -0.550 -0.159 0.01
H 1.5966 0.2068 -2.8547 1.346 -0.601 -0.582 0.24
C 0.0446 2.1221 2.9287 0.247 1.662 1.568 -0.27
Cl -1.6446 2.7926 3.0610 1.109 -0.990 -0.290 0.01
Cl 0.2803 0.4288 3.4337 0.159 0.749 2.787 0.06
Cl 1.0773 3.1402 3.9729 -0.114 -0.179 -0.377 0.02
H 0.3988 2.1333 1.8979 -0.140 0.909 0.708 0.24
C -4.0292 0.5865 -2.6841 -1.825 0.013 -1.811 -0.26
Cl -5.3735 1.2754 -3.6381 -0.079 0.004 0.217 0.00
Cl -2.9428 -0.1969 -3.8834 -0.067 0.214 1.003 0.00
Cl -4.6621 -0.5097 -1.4519 -0.499 -0.458 -0.643 0.02
H -3.5386 1.4079 -2.1619 -0.999 -0.239 -1.721 0.21
C -0.7746 0.2543 -0.6205 -0.055 1.397 0.403 -0.26
Cl -2.3981 1.0484 -0.8521 4.212 -0.352 2.837 0.00
Cl -0.3000 0.3909 1.1255 -2.275 -0.920 -4.979 0.00
Cl 0.4518 1.0690 -1.6041 -4.649 1.960 1.306 0.02
H -0.7859 -0.7842 -0.9514 -0.414 0.230 0.305 0.24
```
Positions in Å, forces in eV/Å.

The value obtained for the HOMO energy is -10.20 eV. The value obtained for the energy above the lowest of the compared OMol25 structures with the same formula, charge and spin is 134.20 kcal/mol.

---

[2]
Entry from the OMol25 dataset: an isolated molecule of C6H8Cl2OSSi at a distorted geometry (ωB97M-V with the def2-TZVPD basis set).

Geometry as XYZ:
```
19
Properties=species:S:1:pos:R:3:forces:R:3:nbo_charge:R:1
C -1.0779 -0.0408 -2.7411 1.239 -0.262 -1.324 -0.62
C -0.7793 0.0302 -1.2512 -2.775 -2.149 -1.072 -0.09
O 0.2890 0.8662 -0.9323 -0.132 -0.450 -0.273 -0.52
C 0.7603 0.7088 0.4061 -0.763 0.162 0.931 0.02
C -0.2643 1.3969 1.2784 -1.072 0.034 -0.123 -0.24
C -1.2360 0.6363 1.7887 1.195 -1.210 0.613 -0.36
S -0.7203 -1.0557 1.7880 0.863 -0.586 -0.506 0.27
C 0.8903 -0.6942 1.0103 1.081 -0.350 1.091 -0.88
Si 2.3538 -1.4110 1.8043 -2.801 1.797 -1.623 1.39
Cl 2.0026 -2.8879 3.0670 0.124 -0.822 0.591 -0.31
Cl 4.2451 -1.2651 1.1766 0.297 0.000 -0.130 -0.30
H -0.1961 -0.3963 -3.3407 -0.789 -0.400 0.670 0.20
H -2.0325 -0.5161 -3.1040 1.061 0.197 0.928 0.22
H -1.0884 0.9465 -3.0704 -0.581 2.083 -0.787 0.20
H -0.5542 -1.0174 -1.0705 0.274 -0.067 1.041 0.18
H -1.8413 0.2102 -0.8256 1.967 0.378 0.279 0.17
H 1.6016 1.3724 0.4451 1.093 -0.386 -0.113 0.21
H -0.1909 2.4524 1.2036 -0.581 0.905 0.192 0.22
H -2.1615 0.6647 2.3679 0.299 1.126 -0.383 0.25
```
Positions in Å, forces in eV/Å.

The SMILES is CCO[C@H]1C=CSC1=[Si](Cl)Cl. The value obtained for the HOMO energy (spin up / spin down) is -7.67 / -7.67 eV. The value obtained for the energy above the lowest of the compared OMol25 structures with the same formula, charge and spin is 93.46 kcal/mol.

---

[3]
Entry from the OMol25 dataset: a structure of composition C6H8ClF at a distorted geometry (ωB97M-V with the def2-TZVPD basis set).

Geometry as XYZ:
```
16
Properties=species:S:1:pos:R:3:forces:R:3:nbo_charge:R:1
C 0.1912 -0.0122 -1.3001 -0.415 -0.829 -4.410 -0.17
C 1.4390 0.8060 -1.0673 0.603 0.104 1.415 -0.45
C 1.3435 0.0891 0.3798 0.133 3.856 0.206 0.24
C -0.0311 -0.3317 0.0900 -1.747 -5.058 1.424 -0.36
C -1.1721 0.1737 0.8342 0.867 4.666 0.461 -0.17
C -2.0142 -0.5477 1.5186 -3.493 -1.296 1.552 -0.38
H 0.4569 -0.9281 -1.8813 -0.278 0.731 0.458 0.23
H 2.3740 0.4307 -1.5750 -1.106 0.964 0.219 0.23
H 1.2391 1.9055 -1.0577 0.545 -0.917 -0.062 0.23
H 1.3889 0.7331 1.3011 0.847 -0.782 -0.648 0.17
H -0.0600 -1.4880 0.2190 -0.053 1.656 -0.149 0.22
H -1.1093 1.3608 0.8622 -0.806 -2.386 0.247 0.20
H -2.9656 -0.2256 2.1810 2.639 -0.232 -1.719 0.22
H -2.0065 -1.6510 1.3716 0.250 0.785 0.273 0.19
F 2.1344 -0.9723 0.3249 1.861 -1.556 0.821 -0.34
Cl -1.2080 0.6576 -2.2010 0.155 0.292 -0.088 -0.07
```
Positions in Å, forces in eV/Å.

The value obtained for the HOMO energy is -10.12 eV. The value obtained for the energy above the lowest of the compared OMol25 structures with the same formula, charge and spin is 52.73 kcal/mol.

---

[4]
Entry from the OMol25 dataset: an isolated molecule of C6H8ClNO3S at a distorted geometry (ωB97M-V with the def2-TZVPD basis set).

Geometry as XYZ:
```
20
Properties=species:S:1:pos:R:3:forces:R:3:nbo_charge:R:1
C -2.1447 -0.4768 1.2804 -1.249 2.760 1.092 -0.65
C -1.2002 0.0249 0.2365 -1.027 -0.911 -0.493 0.10
C -0.6696 -0.8621 -0.5963 0.484 -1.443 -1.365 -0.26
C 0.4305 -0.5924 -1.5701 0.776 1.057 -3.092 -0.15
O 1.7102 -1.1282 -1.1645 0.946 0.591 2.561 -0.68
S 2.2011 -0.5035 0.3148 -2.381 0.155 -2.090 2.17
O 2.4696 -1.5480 1.1958 1.176 -1.783 1.072 -0.87
Cl 3.9461 0.2785 -0.3437 -0.037 0.195 0.187 -0.15
N 0.9979 0.3167 0.7793 3.338 1.303 0.526 -0.93
C 0.6616 1.5203 0.1380 0.726 -0.984 -0.232 0.70
O 1.4819 2.2640 -0.3446 -0.981 0.449 0.128 -0.57
C -0.8652 1.5190 0.1418 1.604 -2.216 0.296 -0.58
H -1.8331 -1.4212 1.6147 -0.232 -1.841 -0.281 0.23
H -3.2217 -0.3847 0.8121 1.860 -0.387 1.661 0.24
H -1.9759 0.0784 2.3183 -0.911 -0.367 -2.295 0.22
H -0.7358 -2.0015 -0.6227 -0.769 1.649 0.880 0.23
H 0.2851 -1.2142 -2.4831 -0.236 0.444 0.521 0.22
H 0.7152 0.4447 -2.0188 -1.239 -1.375 1.146 0.21
H -1.0658 1.8672 1.1504 -1.058 1.268 -0.516 0.26
H -1.1872 1.8187 -0.8384 -0.792 1.436 0.295 0.27
```
Positions in Å, forces in eV/Å.

The SMILES is C/C1=C/CO[S@@](=O)(Cl)=NC(=O)C1. The value obtained for the HOMO energy is -9.04 eV. The value obtained for the energy above the lowest of the compared OMol25 structures with the same formula, charge and spin is 55.72 kcal/mol.

---

[5]
Entry from the OMol25 dataset: a structure of composition C6H8CsLiO6 at a distorted geometry (ωB97M-V with the def2-TZVPD basis set).

Geometry as XYZ:
```
22
Properties=species:S:1:pos:R:3:forces:R:3:nbo_charge:R:1
O -1.0566 1.9834 0.9722 -0.589 0.347 -0.025 -0.56
C -0.4822 0.8065 1.3561 -0.014 -0.537 0.347 0.34
C -2.2600 1.7656 0.2110 0.351 0.164 -0.082 -0.12
O -0.0967 0.1766 0.1455 -0.224 0.206 -0.469 -0.63
O -1.9983 0.0098 1.7345 0.449 -0.537 -0.406 -0.79
C -2.9691 0.5938 0.9059 0.017 0.093 0.362 -0.09
H -2.0090 1.5016 -0.8252 -0.081 0.195 0.151 0.17
H -2.8420 2.6945 0.2578 0.209 -0.194 -0.148 0.18
H -3.3920 -0.0780 0.1382 0.179 -0.056 0.255 0.15
H -3.7998 0.9618 1.5317 0.096 -0.074 -0.168 0.15
O 2.1732 -0.1528 0.4686 0.637 0.273 -0.053 -0.53
C 0.9378 -0.7730 0.2386 -0.745 -1.235 0.497 0.96
C 2.6025 0.3937 -0.7613 -0.026 0.143 0.090 -0.10
O 0.6897 -1.7568 1.0688 -0.166 -0.393 0.525 -1.01
O 1.0672 -1.3076 -1.1029 0.303 -0.046 -0.790 -0.59
C 2.1247 -0.6442 -1.7857 -0.494 0.050 0.277 -0.09
H 3.6918 0.5020 -0.7371 -0.188 0.037 0.018 0.18
H 2.1335 1.3749 -0.9322 0.098 -0.217 -0.008 0.18
H 2.9057 -1.3773 -2.0295 0.024 0.107 -0.042 0.14
H 1.7482 -0.1842 -2.7078 0.141 -0.070 0.089 0.17
Li -0.7129 -1.2933 2.2330 0.193 0.817 -0.583 0.91
Cs 1.5443 -5.1969 -0.3801 -0.170 0.925 0.165 0.99
```
Positions in Å, forces in eV/Å.

The value obtained for the HOMO energy is -5.62 eV. The value obtained for the energy above the lowest of the compared OMol25 structures with the same formula, charge and spin is 57.02 kcal/mol.